1.
{"formula": "C6H8N2O", "method": "wB97M-V/def2-TZVPD", "species": ["N", "C", "C", "N", "C", "C", "C", "O", "C", "H", "H", "H", "H", "H", "H", "H", "H"], "xyz": [[1.67642, 2.20655, -0.55900], [1.39422, 0.88256, 0.14600], [1.81924, -0.43719, -0.55762], [0.44804, -0.86512, -0.33253], [-0.50757, -1.98699, -0.38376], [-1.65173, -1.41076, 0.07173], [-1.39765, -0.08191, 0.57689], [-2.27218, 0.77528, 1.07981], [-0.15258, 0.31468, 0.13083], [0.77661, 2.14244, -1.16276], [2.61284, 2.13903, -1.10292], [2.12330, 0.63897, 1.15016], [2.34489, -0.15946, -1.57480], [2.81290, -0.89423, -0.09880], [-0.11599, -2.98976, -0.89293], [-2.72170, -1.61976, -0.12383], [-1.55019, 1.46817, 1.50369]], "atomic_forces_ev_per_a": [[-1.39, -2.33, -0.36], [2.45, 0.09, 2.22], [2.82, 1.10, -0.92], [-1.48, -3.17, -1.37], [3.98, 0.79, -1.66], [-1.87, 0.94, 0.47], [1.55, -0.12, -2.22], [1.52, 3.47, 2.79], [3.94, -2.30, 0.31], [2.58, 0.91, 0.30], [-2.48, 0.00, 0.87], [-2.72, 1.88, -1.79], [-2.21, -0.94, 0.78], [-2.69, 0.04, -0.05], [-1.48, 2.47, 1.36], [0.96, -0.79, 0.55], [-3.50, -2.06, -1.29]], "lowdin_charge": [-0.017, -0.294, -0.169, -0.102, -0.029, -0.055, -0.373, 0.016, -0.074, 0.098, 0.092, 0.173, 0.124, 0.131, 0.149, 0.122, 0.207], "gap_ev": 8.54, "energy_ha": -417.978546, "charge": 0, "smiles": "N[C@@H]1Cn2ccc(O)c21", "multiplicity": 1}

---

2.
{"formula": "C3H18NO4S", "method": "wB97M-V/def2-TZVPD", "species": ["C", "C", "C", "S", "N", "H", "H", "H", "H", "H", "H", "H", "H", "H", "H", "H", "H", "O", "H", "H", "O", "H", "H", "O", "H", "H", "O"], "xyz": [[-1.18813, -0.28167, 1.86934], [-0.23540, -0.36042, 0.70526], [1.20155, -0.36289, 1.13757], [2.35643, 0.05285, -0.22710], [-0.49596, -1.61797, -0.10703], [-1.10661, 0.70478, 2.32238], [-1.02270, -1.11601, 2.55491], [-2.24873, -0.31109, 1.60038], [-0.42439, 0.43764, -0.00865], [1.28742, 0.47895, 1.82529], [1.56181, -1.26661, 1.62303], [3.49803, -0.31083, 0.38191], [-0.85320, -1.34414, -1.02222], [0.32917, -2.23190, -0.29919], [-1.17446, -2.21981, 0.36485], [-0.26485, 1.05196, -2.45499], [-1.44843, 0.23451, -2.72242], [-0.58353, 0.14555, -2.29490], [0.04235, -4.63397, -0.21869], [1.57985, -4.40828, -0.57406], [0.75096, -3.99249, -0.36137], [-0.32636, 3.61116, -2.00042], [0.88519, 2.58054, -2.35270], [-0.04774, 2.83330, -2.49961], [-0.31672, 4.44704, 1.56617], [-1.30573, 3.70533, 0.55491], [-0.44981, 4.17448, 0.63736]], "atomic_forces_ev_per_a": [[-0.67, 0.00, 0.02], [-0.01, -0.65, -0.69], [1.00, 1.24, 0.32], [-0.23, -0.30, -0.31], [-0.03, -0.38, 0.05], [0.40, -0.23, 0.44], [0.15, 0.36, 0.32], [0.13, -0.22, -0.45], [0.12, 0.17, 0.10], [0.06, -0.26, 0.30], [-0.40, -0.14, 0.09], [-0.20, 0.02, 0.05], [-0.04, 0.23, -0.27], [-0.29, 0.34, 0.26], [0.06, 0.15, -0.12], [0.09, 0.12, 0.31], [0.06, -0.36, -0.03], [-0.69, -0.01, -0.35], [0.64, -0.27, -0.17], [0.24, -0.63, -0.11], [-0.73, 0.69, 0.26], [0.70, -0.15, 0.18], [-0.58, 1.12, 0.26], [0.29, -0.79, -0.39], [-0.42, -0.27, -0.72], [0.71, 0.61, 0.52], [-0.35, -0.39, 0.14]], "lowdin_charge": [-0.039, -0.431, -0.506, 0.736, 0.189, 0.095, 0.101, 0.094, 0.118, 0.082, 0.091, -0.127, 0.121, 0.108, 0.159, 0.002, 0.074, -0.075, 0.076, 0.067, -0.031, 0.056, 0.071, -0.050, 0.053, 0.044, -0.078], "gap_ev": 9.72, "energy_ha": -878.773688, "charge": 1, "multiplicity": 1}

---

3.
{"formula": "C25H52N2O14S2", "method": "wB97M-V/def2-TZVPD", "species": ["O", "S", "O", "O", "C", "C", "O", "H", "H", "H", "H", "O", "S", "O", "O", "C", "C", "O", "H", "H", "H", "H", "C", "C", "C", "O", "C", "H", "H", "H", "H", "H", "H", "H", "H", "C", "C", "C", "O", "C", "H", "H", "H", "H", "H", "H", "H", "H", "C", "C", "C", "O", "C", "H", "H", "H", "H", "H", "H", "H", "H", "C", "C", "C", "O", "C", "H", "H", "H", "H", "H", "H", "H", "H", "C", "C", "C", "O", "C", "H", "H", "H", "H", "H", "H", "H", "H", "N", "C", "N", "O", "H", "H", "H", "H"], "xyz": [[-2.62106, -1.09075, 0.12950], [-1.34723, -0.98115, -0.48449], [-0.32005, -2.02791, -0.41593], [-1.55426, -0.57626, -2.05246], [-0.61062, 0.42494, -2.44647], [0.18804, 0.87896, -1.26364], [-0.65445, 0.45849, -0.20187], [0.03094, -0.13075, -3.13036], [-1.02575, 1.15881, -3.13727], [0.14013, 1.96633, -1.32233], [1.12181, 0.32561, -1.16377], [1.05532, -1.71210, 4.60429], [0.61098, -2.96202, 3.98070], [1.69138, -3.95577, 3.85134], [-0.57380, -3.58135, 4.82037], [-1.41956, -4.32658, 4.02513], [-1.38660, -3.62013, 2.56666], [-0.32860, -2.69628, 2.63115], [-1.03391, -5.33727, 3.89145], [-2.44903, -4.35463, 4.38222], [-2.21910, -2.92842, 2.43790], [-1.29899, -4.39887, 1.80904], [1.67919, 2.31197, 2.21640], [3.03309, 2.62175, 2.76442], [3.78419, 1.32649, 2.85111], [2.85147, 0.41366, 2.37083], [1.47990, 0.84111, 2.57529], [1.82800, 2.37655, 1.13854], [0.85723, 2.91597, 2.60065], [3.05683, 3.15469, 3.71495], [3.51023, 3.32574, 2.08260], [4.16653, 1.09344, 3.84489], [4.61823, 1.26221, 2.15230], [1.12060, 0.76367, 3.60145], [0.73653, 0.22249, 2.07247], [2.56792, -3.25671, -1.50578], [3.11952, -2.08225, -0.74372], [4.64978, -2.42451, -0.68994], [4.78144, -3.44922, -1.62969], [3.76069, -3.50932, -2.53965], [1.66456, -2.87120, -1.97844], [2.39326, -4.12616, -0.87202], [2.63391, -1.94030, 0.22175], [2.90859, -1.11447, -1.19872], [4.77118, -2.88975, 0.28828], [5.34583, -1.58752, -0.74526], [3.72309, -4.50204, -2.98819], [3.92345, -2.65525, -3.19706], [-4.26256, 3.12648, -1.54327], [-3.13727, 2.32029, -1.03085], [-3.30437, 2.35132, 0.43928], [-4.61738, 2.86374, 0.66255], [-4.86107, 3.82390, -0.32862], [-5.00609, 2.57880, -2.12232], [-3.90490, 3.78303, -2.33645], [-2.19032, 2.79168, -1.29382], [-3.26836, 1.33052, -1.46819], [-2.45087, 2.86071, 0.88666], [-3.16921, 1.34472, 0.83501], [-4.32113, 4.75844, -0.17638], [-5.86725, 4.23741, -0.39736], [3.81532, 2.55408, -1.49042], [5.13147, 3.18184, -1.05054], [6.18241, 1.97929, -1.16990], [5.41892, 0.93770, -1.88725], [4.26520, 1.54651, -2.50487], [3.15570, 3.21279, -2.05532], [3.30422, 2.11612, -0.63307], [5.05471, 3.60823, -0.05034], [5.31723, 3.97658, -1.77302], [6.29531, 1.53399, -0.18143], [7.14501, 2.22691, -1.61730], [3.48212, 0.81389, -2.70020], [4.52100, 1.97008, -3.47609], [-6.09513, -4.34854, 0.42555], [-6.44405, -4.82675, 1.87933], [-5.60985, -3.97697, 2.84377], [-5.07515, -2.94657, 2.02721], [-4.84672, -3.44349, 0.69349], [-6.88464, -3.65086, 0.14620], [-6.03743, -5.15897, -0.30107], [-6.55514, -5.88934, 2.09535], [-7.46386, -4.45797, 1.98925], [-4.78707, -4.49880, 3.33246], [-6.21394, -3.56045, 3.64981], [-3.90272, -3.98756, 0.66285], [-4.73157, -2.64994, -0.04483], [0.01019, 5.51853, -4.63683], [-0.33232, 4.39330, -4.06965], [-0.96378, 4.55828, -2.94929], [0.06969, 3.31929, -4.44257], [0.53150, 5.45551, -5.49960], [-0.06829, 6.37301, -4.10409], [-1.01910, 3.69929, -2.42091], [-1.26932, 5.49601, -2.73153]], "atomic_forces_ev_per_a": [[0.53, 0.02, 0.25], [2.83, 0.12, -2.45], [-2.28, 1.89, 0.24], [-0.81, -0.40, 1.18], [0.93, -1.90, -2.95], [-1.24, -0.40, -0.09], [-0.90, -0.48, 2.40], [0.45, 0.12, -0.07], [-0.66, 0.32, 0.78], [0.97, -0.08, 0.73], [0.33, 0.76, -0.11], [-1.76, -2.06, -1.66], [3.36, 0.94, 0.78], [-2.82, 1.50, -0.70], [0.25, 0.76, 1.13], [-0.87, -0.55, -2.82], [-1.00, -0.18, 1.80], [2.82, -0.12, 1.27], [-0.02, -0.08, 0.26], [0.31, 0.20, 0.39], [-0.54, -0.73, -0.27], [0.23, 0.42, -0.21], [-1.26, -0.74, -0.37], [1.09, 2.37, 0.76], [-0.09, -0.13, -0.59], [-1.46, -2.85, -0.12], [1.28, 0.85, 0.58], [-0.79, 0.16, -0.20], [0.15, 0.33, -0.30], [-0.40, -0.12, 0.21], [0.24, 0.01, -0.05], [-0.21, -0.10, 0.23], [0.21, 0.13, 0.06], [0.60, -0.06, 0.55], [0.62, 0.11, -0.88], [-0.16, 0.97, -2.15], [0.73, 0.65, 0.76], [-1.98, -0.06, 1.50], [3.47, -1.07, 0.32], [-2.13, 0.63, 1.93], [-0.36, -0.73, -0.09], [0.01, 0.00, -0.21], [0.37, -0.38, 0.34], [0.19, -0.04, -0.72], [0.50, -0.03, 0.13], [-0.08, 0.02, -0.66], [0.16, 0.29, -0.28], [-0.72, -0.20, -0.85], [-1.52, 1.72, -2.28], [0.49, -0.71, -1.12], [0.16, -1.16, 0.87], [0.11, 0.03, 1.50], [0.97, 0.56, -0.98], [-0.17, -0.55, 0.55], [0.05, 0.64, 0.19], [0.07, -0.44, -0.19], [0.71, -0.12, 0.21], [-0.43, 1.00, 0.40], [-0.81, -0.02, 0.32], [0.73, 0.13, 0.50], [-0.44, -1.14, 0.15], [-0.07, 0.32, -0.46], [0.54, -0.34, -0.52], [-2.78, -0.09, 0.36], [0.48, 0.62, -0.48], [0.59, -0.95, 0.76], [-0.19, 0.53, 0.56], [-0.15, -0.28, -0.20], [0.28, -0.02, -0.04], [0.53, 0.10, 0.17], [0.51, 0.18, 0.02], [-0.22, -0.06, -0.23], [0.28, -0.45, 0.12], [0.15, 0.38, -0.02], [0.69, 0.48, 1.29], [-1.49, 0.56, -0.28], [0.37, -0.34, -0.73], [0.22, 0.76, -0.56], [-0.64, -1.02, 0.18], [-0.03, -0.24, -0.32], [0.38, 0.20, 0.02], [0.72, -0.06, -0.22], [-0.19, -0.18, 0.31], [0.17, -0.45, -0.07], [0.02, 0.31, -0.20], [0.12, -0.38, 0.10], [-0.27, 0.33, 0.50], [0.63, 2.92, -2.13], [1.90, -1.09, -0.42], [-1.89, 0.06, 2.60], [0.12, -2.18, -0.94], [-0.07, 0.34, 0.31], [0.25, -0.04, -0.67], [-0.58, 0.78, 0.45], [-0.33, -0.75, 0.83]], "lowdin_charge": [-0.206, 0.675, -0.232, -0.198, -0.187, -0.153, -0.225, 0.131, 0.118, 0.127, 0.120, -0.245, 0.712, -0.251, -0.184, -0.166, -0.155, -0.215, 0.125, 0.121, 0.116, 0.130, -0.168, -0.186, -0.213, -0.144, -0.161, 0.090, 0.117, 0.112, 0.097, 0.121, 0.114, 0.108, 0.106, -0.149, -0.178, -0.175, -0.161, -0.186, 0.088, 0.118, 0.104, 0.078, 0.116, 0.107, 0.120, 0.119, -0.178, -0.193, -0.196, -0.092, -0.203, 0.116, 0.102, 0.081, 0.119, 0.123, 0.108, 0.111, 0.124, -0.195, -0.141, -0.117, -0.168, -0.212, 0.112, 0.096, 0.093, 0.102, 0.102, 0.108, 0.106, 0.121, -0.127, -0.155, -0.207, -0.154, -0.189, 0.102, 0.105, 0.105, 0.095, 0.097, 0.119, 0.103, 0.105, 0.166, -0.801, 0.180, 0.041, 0.124, 0.110, 0.080, 0.121], "gap_ev": 8.97, "energy_ha": -2942.775311, "charge": 0, "smiles": "O=S1(=O)OCCO1.O=S1(=O)OCCO1.C1CCOC1.C1CCOC1.C1CCOC1.C1CCOC1.C1CCOC1.NC(N)=O", "multiplicity": 1}